Entry from the Open Molecules 2025 dataset: a structure of composition C18H17N5O2S4Zr at a distorted geometry (ωB97M-V/def2-TZVPD).

Element x y z (Å)
Zr 0.290 -0.436 0.588
S 2.609 -3.499 0.519
S 1.796 -0.360 -1.405
S 0.203 -5.109 -0.111
S 2.146 1.948 -3.121
O -3.529 -4.120 0.055
O -1.329 -0.508 -0.359
N 0.625 1.642 0.404
N 0.160 -2.506 0.526
N -0.466 0.346 2.465
N 1.069 2.183 -0.720
N -1.234 -2.679 0.415
C -4.101 -2.921 -0.027
C 1.926 3.743 -3.037
C 2.870 -5.315 0.418
C -6.156 -1.657 -0.158
C 1.564 1.357 -1.631
C 0.200 2.382 1.397
C -1.290 1.667 4.766
C -1.480 0.292 4.632
C -5.444 -0.457 -0.216
C -3.375 -1.706 -0.070
C 0.882 -3.584 0.310
C -1.051 -0.327 3.469
C -5.498 -2.863 -0.091
C -0.726 2.379 3.721
C -0.335 1.705 2.558
C -1.932 -1.650 -0.003
C -4.073 -0.486 -0.189
C 1.818 -5.877 -0.507
H -3.492 0.429 -0.240
H 2.862 4.190 -3.361
H -1.170 -1.402 3.315
H 1.703 -6.954 -0.389
H 3.875 -5.478 0.029
H -1.952 -0.284 5.413
H 0.226 3.469 1.333
H 2.800 -5.718 1.429
H 2.030 -5.647 -1.552
H -6.043 -3.793 -0.077
H -2.561 -4.056 0.101
H -0.571 3.444 3.804
H -7.234 -1.636 -0.166
H 1.678 4.028 -2.024
H -5.968 0.483 -0.288
H 1.136 4.031 -3.725
H -1.593 2.172 5.671

Results
HOMO energy: -13.50 eV
Frontier orbital gap: 5.64 eV
Charge: +2
Lowest unoccupied orbital energy: -7.9 eV
Energy above the lowest of the compared OMol25 structures with the same formula, charge and spin: 1.066 eV

---

Entry from the Open Molecules 2025 dataset: an isolated molecule of C18H17NO2S at a distorted geometry (ωB97M-V/def2-TZVPD).

Element x y z (Å)
S -1.491 -1.645 -1.065
O -1.680 -1.062 -2.364
O -1.966 -2.980 -0.852
N -2.168 -0.677 0.142
C 4.162 -1.009 0.725
C 4.456 0.768 -0.869
C 3.177 0.605 -1.322
C -1.728 0.667 0.023
C 0.707 -2.336 0.423
C -0.705 3.235 -0.224
C 1.994 -2.184 0.856
C -0.151 2.354 0.690
C -2.283 1.552 -0.892
C 2.337 -0.380 -0.762
C -3.933 -0.475 1.820
C 0.229 -1.518 -0.607
C -1.772 2.832 -1.011
C -0.661 1.075 0.815
C 4.953 -0.047 0.161
C 2.836 -1.203 0.285
C -3.577 -0.910 0.404
C 1.008 -0.567 -1.196
H 2.387 -2.808 1.646
H -3.722 -1.985 0.283
H 5.967 0.095 0.505
H 2.785 1.226 -2.113
H -4.975 -0.704 2.024
H -3.094 1.228 -1.526
H 0.598 0.037 -1.991
H -3.307 -0.996 2.539
H -4.218 -0.390 -0.320
H -0.238 0.380 1.525
H -0.306 4.233 -0.325
H 4.542 -1.636 1.519
H -2.202 3.515 -1.728
H -3.777 0.596 1.937
H 5.095 1.524 -1.300
H 0.681 2.662 1.305
H 0.038 -3.071 0.839

Results
HOMO energy: -8.64 eV
Frontier orbital gap: 8.78 eV
SMILES string: CCN(c1ccccc1)S(=O)(=O)c1ccc2ccccc2c1
Lowest unoccupied orbital energy: 0.1 eV
Energy above the lowest of the compared OMol25 structures with the same formula, charge and spin: 0.750 eV

---

Entry from the Open Molecules 2025 dataset: a structure of composition C18H17NO3S2 at a distorted geometry (ωB97M-V/def2-TZVPD).

Element x y z (Å)
S 4.194 -2.518 0.662
S 5.242 -2.357 3.179
O 1.334 -2.877 2.595
O 3.109 1.191 3.051
O 1.137 1.081 2.105
N 2.333 0.481 2.392
C 6.919 1.916 1.175
C 2.695 -0.890 2.245
C 5.526 0.078 0.406
C 6.609 1.566 2.497
C 3.982 -1.305 1.931
C 5.753 0.476 2.743
C -2.326 -0.607 2.769
C -1.172 1.183 1.634
C -2.289 0.728 2.265
C 3.521 -4.095 1.215
C 5.086 -0.150 1.695
C 4.105 -3.635 3.575
C 6.377 1.165 0.124
C 0.039 0.287 1.501
C 4.113 -4.694 2.473
C -1.207 -1.446 2.701
C 0.013 -1.001 2.146
C 1.301 -1.696 2.191
H -1.081 2.210 1.250
H 5.629 0.155 3.787
H 4.539 -4.040 4.499
H 5.145 -5.006 2.284
H 5.204 -0.557 -0.431
H -1.293 -2.453 3.112
H 6.568 1.450 -0.909
H 2.451 -3.886 1.329
H 3.685 -4.784 0.377
H -3.166 1.391 2.379
H 0.251 0.165 0.427
H -3.265 -0.932 3.255
H 6.963 2.164 3.339
H 3.101 -1.133 3.233
H 3.523 -5.552 2.799
H 7.574 2.786 0.977
H 3.098 -3.238 3.741

Results
HOMO energy: -6.75 eV
Frontier orbital gap: 4.22 eV
Lowest unoccupied orbital energy: -2.5 eV

---

Entry from the Open Molecules 2025 dataset: an isolated molecule of C18H17NO4 (ωB97M-V/def2-TZVPD).

Element x y z (Å)
O 3.476 1.470 2.669
O -3.931 -0.174 1.229
O -4.596 -4.644 -0.302
O 1.714 3.982 1.786
N -2.792 -1.403 -0.286
C 0.743 0.574 1.048
C 3.128 2.058 1.669
C 5.552 2.312 -1.813
C -1.648 0.370 0.865
C -0.377 -0.198 0.806
C 5.258 1.670 0.475
C 4.251 2.791 -1.852
C 0.607 1.928 1.353
C 1.784 2.787 1.611
C -3.521 -3.749 -0.204
C -0.668 2.493 1.425
C 3.448 2.716 -0.729
C 3.950 2.155 0.446
C -2.899 -0.421 0.642
C -3.876 -2.302 -0.595
C -4.993 -4.955 -1.615
C 6.055 1.751 -0.649
C -1.783 1.717 1.192
H -3.226 -3.769 0.849
H -1.916 -1.547 -0.762
H 6.175 2.378 -2.693
H 1.724 0.124 1.007
H -5.486 -4.111 -2.108
H -4.742 -1.972 -0.018
H -4.107 -2.242 -1.664
H -5.701 -5.778 -1.530
H -2.777 2.133 1.262
H 3.863 3.227 -2.761
H 5.627 1.240 1.395
H -4.137 -5.275 -2.223
H -2.674 -4.099 -0.819
H 2.436 3.092 -0.761
H -0.754 3.540 1.675
H 7.069 1.380 -0.622
H -0.256 -1.252 0.602

Results
HOMO energy: -9.55 eV
Frontier orbital gap: 9.06 eV
SMILES string: COCCNC(=O)c1ccc(C(=O)C(=O)c2ccccc2)cc1
Lowest unoccupied orbital energy: -0.5 eV
Energy above the lowest of the compared OMol25 structures with the same formula, charge and spin: 1.454 eV

---

Entry from the Open Molecules 2025 dataset: a structure of composition C18H18AsAuF6N4OS (ωB97M-V/def2-TZVPD).

Element x y z (Å)
Au 0.258 0.707 0.600
As 3.691 0.275 0.485
S -2.437 4.297 1.119
F 2.935 1.201 1.779
F 2.875 1.368 -0.591
F 1.780 -0.594 0.427
F 3.972 -0.958 1.597
F 5.148 1.074 0.524
F 3.958 -0.763 -0.833
O 0.579 0.701 2.589
N 0.066 1.043 -1.373
N -0.971 -1.480 0.701
N -0.711 2.318 -3.000
N -0.965 2.315 0.643
C 1.438 0.074 -5.074
C -2.172 -3.978 0.839
C -2.460 -2.999 1.776
C -1.267 -3.690 -0.171
C 1.931 -0.729 -4.013
C -0.695 -2.435 -0.197
C -1.845 -1.759 1.684
C -1.030 -0.686 3.834
C 0.397 -0.586 3.369
C 0.618 0.562 -2.507
C -1.477 2.996 1.634
C 1.539 -0.510 -2.727
C -0.718 2.112 -1.695
C -2.138 3.912 -0.511
C 0.134 1.364 -3.584
C 0.517 1.147 -4.870
C -2.086 -0.695 2.718
C -1.326 2.822 -0.600
H 1.534 0.954 2.634
H -2.132 0.281 2.225
H -2.568 4.504 -1.307
H 0.033 -2.185 -0.961
H -1.004 -4.425 -0.919
H -3.160 -3.192 2.579
H -1.090 -1.621 4.399
H -3.063 -0.842 3.177
H 0.716 -1.393 2.714
H 1.095 -0.483 4.198
H -1.203 3.053 -3.495
H 2.636 -1.517 -4.241
H -1.244 0.112 4.546
H 0.166 1.738 -5.707
H 1.922 -1.091 -1.900
H 1.766 -0.131 -6.087
H -2.644 -4.950 0.899
H -1.300 2.762 2.675

Results
HOMO energy (spin up / spin down): -17.69 / -17.69 eV
Frontier orbital gap (spin up / spin down): 5.81 / 4.04 eV
Charge: +3
Lowest unoccupied orbital energy (spin up / spin down): -11.9 / -13.6 eV
Multiplicity: 2
Energy above the lowest of the compared OMol25 structures with the same formula, charge and spin: 0.000 eV

---

Entry from the Open Molecules 2025 dataset: a structure of composition C18H18BCrF3N2O10 at a distorted geometry (ωB97M-V/def2-TZVPD).

Element x y z (Å)
Cr 2.230 -0.372 1.633
F -0.544 2.832 4.553
F -0.622 3.676 2.638
F -2.347 2.669 3.370
O 1.409 -4.184 2.053
O 0.739 1.046 2.249
O 2.943 -0.735 3.528
O -1.237 0.593 1.603
O 0.988 -2.027 2.202
O 1.123 -0.348 -0.299
O -0.972 0.115 -5.327
O 2.657 -2.293 4.942
O 3.925 -0.681 5.379
O 2.686 -2.611 1.371
N 1.625 -3.045 1.874
N 3.142 -1.209 4.676
C 0.111 3.577 -1.975
C -0.279 -1.310 -1.959
C -0.690 0.037 -4.099
C -0.421 1.225 -3.277
C 0.430 -0.181 -1.353
C -0.571 2.450 -3.937
C -0.764 -1.202 -3.247
C -0.415 3.680 -3.230
C -1.283 -3.538 -1.733
C -1.543 -2.246 -3.799
C 0.501 2.365 -1.396
C -2.657 0.431 1.744
C -0.583 -2.448 -1.193
C -0.948 2.565 3.309
C 0.177 1.167 -2.011
C -3.171 -0.256 0.442
C -1.813 -3.413 -3.039
C -0.582 1.137 2.751
B 3.916 0.322 0.674
H 3.458 -0.441 0.063
H 3.174 1.061 0.937
H 0.989 2.453 -0.436
H -0.133 -2.465 -0.212
H -0.776 0.487 3.604
H -2.543 -4.157 -3.321
H -0.465 4.695 -3.595
H 4.094 -0.207 1.597
H -2.665 -1.213 0.316
H -3.261 1.328 1.880
H 4.744 0.680 0.083
H -0.870 2.612 -4.962
H -3.029 0.446 -0.380
H -4.232 -0.507 0.432
H -1.809 -2.315 -4.843
H -2.820 -0.300 2.536
H 0.389 4.544 -1.584
H -1.404 -4.486 -1.231

Results
HOMO energy (spin up / spin down): -9.34 / -9.28 eV
Frontier orbital gap (spin up / spin down): 6.99 / 4.12 eV
Lowest unoccupied orbital energy (spin up / spin down): -2.3 / -5.2 eV
Multiplicity: 5